No. 1
The ion CH7N4O with charge +1, computed with ωB97M-V/def2-TZVPD.

Element x y z (Å)
1 O 0.08 -1.19 1.21
2 N -0.98 0.75 0.26
3 N 1.03 -1.22 0.09
4 N -0.08 0.59 -0.87
5 N -1.12 -0.68 0.74
6 C 1.26 0.08 -0.47
7 H -0.16 1.33 -1.62
8 H 0.83 -1.95 -0.67
9 H -1.95 0.86 -0.21
10 H 1.95 0.00 -1.35
11 H -1.79 -0.73 1.47
12 H 1.72 0.56 0.35
13 H -0.81 1.58 1.07

Computed properties:
orbital gap = 10.46 eV
SMILES = C1N[NH2+]NON1
charge = +1
energy above the lowest of the compared OMol25 structures with the same formula, charge and spin = 116.50 kcal per mole

Atomic partial charges in e from the Mulliken method, atoms 1 to 6: number 1, O, carries -0.1627; number 2, N, carries -0.1254; number 3, N, carries -0.2548; number 4, N, carries -0.3637; number 5, N, carries -0.2033; number 6, C, carries -0.3150

=====

No. 2
A cluster of 2 separate species, C2H2N2OS in total, computed with ωB97M-V/def2-TZVPD.

Element x y z (Å)
1 S 2.97 -0.49 -1.19
2 O 1.97 -1.69 -0.72
3 N -0.38 1.07 0.51
4 N 3.93 0.81 1.09
5 C 0.50 1.58 -0.02
6 C 3.50 0.23 0.20
7 H 1.04 -1.46 -0.78
8 H -1.35 0.99 0.75

Computed properties:
orbital gap = 9.61 eV
energy above the lowest of the compared OMol25 structures with the same formula, charge and spin = 61.23 kcal per mole

Atomic partial charges in e from the Mulliken method, atoms 1 to 6: number 1, S, carries 0.0606; number 2, O, carries -0.4226; number 3, N, carries -0.1589; number 4, N, carries -0.3259; number 5, C, carries -0.0892; number 6, C, carries 0.3353

=====

No. 3
The molecule C6H12, computed with ωB97M-V/def2-TZVPD.

Element x y z (Å)
1 C -1.63 -1.58 -0.50
2 C 0.66 0.67 -0.16
3 C 0.01 0.83 -1.37
4 C -1.19 -0.79 0.76
5 C 0.36 -0.54 0.72
6 C 1.80 1.56 0.37
7 H -2.52 -1.16 -0.94
8 H 0.82 -0.34 1.69
9 H -1.30 -1.40 1.65
10 H 2.06 2.20 -0.47
11 H -0.11 1.86 -0.70
12 H 0.81 -1.45 0.31
13 H 1.35 2.15 1.17
14 H 2.71 1.05 0.68
15 H -0.80 -1.46 -1.18
16 H 0.56 0.98 -2.30
17 H -1.71 0.16 0.76
18 H -1.78 -2.65 -0.34

Computed properties:
orbital gap = 7.44 eV
SMILES = C=C(C)CCC
energy above the lowest of the compared OMol25 structures with the same formula, charge and spin = 126.82 kcal per mole

Atomic partial charges in e from the Mulliken method, atoms 1 to 6: number 1, C, carries -1.0609; number 2, C, carries 0.7621; number 3, C, carries -0.8421; number 4, C, carries -0.3395; number 5, C, carries -1.0030; number 6, C, carries -1.4894

=====

No. 4
A cluster of 3 separate species, C12H19BF6O8 in total, computed with ωB97M-V/def2-TZVPD.

Element x y z (Å)
1 F -2.43 3.66 5.03
2 F 5.50 -1.17 -2.89
3 F 3.61 -0.61 -2.07
4 F -3.94 4.07 3.57
5 F 4.20 -2.68 -2.12
6 F -2.41 5.52 3.98
7 O -1.14 -2.40 -2.77
8 O -3.65 -0.61 -1.26
9 O 6.46 -1.28 -0.33
10 O -2.22 3.94 1.56
11 O -0.43 -0.48 -1.36
12 O -0.79 2.96 2.97
13 O 4.34 -1.26 0.40
14 O 0.40 -2.71 -0.92
15 C 4.80 -1.17 1.75
16 C -2.55 -2.27 -2.63
17 C -2.65 4.22 3.85
18 C 4.65 -1.44 -1.92
19 C -3.98 -1.89 -0.74
20 C -1.76 3.61 2.76
21 C -3.18 -0.83 -2.60
22 C -3.23 -3.07 -1.45
23 C 5.14 0.26 2.12
24 C -1.45 3.47 0.45
25 C -1.81 2.04 0.11
26 C 5.29 -1.30 -0.54
27 B -0.43 -1.84 -1.70
28 H -2.46 -0.05 -2.91
29 H -1.56 1.36 0.93
30 H 1.25 -2.66 -1.36
31 H 4.29 0.91 1.94
32 H -4.12 -0.90 -3.18
33 H 5.97 0.63 1.52
34 H -0.38 3.58 0.65
35 H 5.41 0.32 3.18
36 H 5.65 -1.84 1.91
37 H 3.99 -1.54 2.38
38 H -1.69 4.12 -0.39
39 H -2.91 -2.62 -3.62
40 H -3.66 -1.94 0.32
41 H -2.89 1.94 -0.06
42 H -2.55 -3.52 -0.71
43 H -3.84 -3.85 -1.92
44 H -1.28 1.71 -0.79
45 H -5.08 -2.03 -0.70
46 H -0.45 -0.38 -0.41

Computed properties:
orbital gap = 10.13 eV
SMILES = OB(O)O[C@H]1CCOC1.CCOC(=O)C(F)(F)F.CCOC(=O)C(F)(F)F

Atomic partial charges in e from the Mulliken method, atoms 1 to 6: number 1, F, carries -0.2429; number 2, F, carries -0.2550; number 3, F, carries -0.2469; number 4, F, carries -0.2471; number 5, F, carries -0.2602; number 6, F, carries -0.2545

=====

No. 5
The ion C18H34N3O2 with charge +1, computed with ωB97M-V/def2-TZVPD.

Element x y z (Å)
1 O -2.33 1.00 0.25
2 O 1.37 2.58 0.87
3 N 1.81 1.01 -1.05
4 N -0.03 -0.31 0.49
5 N 2.82 -1.60 -0.42
6 C 3.98 -1.85 0.24
7 C 0.36 -1.69 0.07
8 C 1.78 -1.93 0.41
9 C 3.06 1.52 -0.51
10 C -2.42 1.02 1.67
11 C -4.55 -2.69 -0.82
12 C -3.66 -1.46 -0.82
13 C 2.31 -2.36 1.60
14 C -4.41 -0.22 -0.34
15 C 2.77 -1.21 -1.81
16 C -3.57 1.06 -0.44
17 C 3.70 -2.32 1.49
18 C 1.97 0.06 -2.15
19 C 2.74 2.24 0.82
20 C 0.99 2.15 -1.48
21 C -0.18 -0.14 1.95
22 C -1.01 1.10 2.25
23 C 0.95 3.18 -0.34
24 H 2.36 -2.03 -2.41
25 H 1.75 -2.69 2.46
26 H 2.47 0.54 -3.01
27 H -3.29 1.24 -1.48
28 H 2.90 1.58 1.67
29 H 3.54 2.21 -1.22
30 H -0.02 1.79 -1.71
31 H -5.39 -2.54 -1.49
32 H 3.81 -1.08 -2.12
33 H -2.92 0.11 2.03
34 H -0.28 -2.41 0.59
35 H 3.75 0.70 -0.32
36 H -3.27 -1.28 -1.82
37 H 4.93 -1.70 -0.24
38 H -0.07 3.54 -0.17
39 H 4.42 -2.60 2.24
40 H 1.58 4.05 -0.57
41 H 0.96 -0.21 -2.48
42 H -0.69 -1.03 2.34
43 H 0.18 -1.79 -1.00
44 H -4.75 -0.36 0.68
45 H -0.49 1.98 1.86
46 H -4.14 1.92 -0.07
47 H -1.09 1.21 3.33
48 H -2.80 -1.64 -0.16
49 H 3.36 3.13 0.93
50 H -4.00 -3.56 -1.15
51 H 1.40 2.61 -2.39
52 H 0.80 -0.08 2.41
53 H -5.29 -0.07 -0.96
54 H -0.94 -0.01 0.08
55 H 0.72 0.34 0.09
56 H -4.94 -2.89 0.17
57 H -3.00 1.89 1.98

Computed properties:
orbital gap = 9.45 eV
SMILES = CCCCOCCC[NH2+]Cc1cccn1CCN1CCOCC1
charge = +1
energy above the lowest of the compared OMol25 structures with the same formula, charge and spin = 4.83 kcal per mole

Atomic partial charges in e from the Mulliken method, atoms 1 to 6: number 1, O, carries -0.3991; number 2, O, carries -0.4807; number 3, N, carries 0.1176; number 4, N, carries 1.6254; number 5, N, carries 0.2022; number 6, C, carries -0.3421

=====

No. 6
A structure of composition C3H3HoO3, computed with ωB97M-V/def2-TZVPD.

Element x y z (Å)
1 Ho -2.43 -0.97 -1.90
2 O -0.65 1.92 0.64
3 O -2.32 1.04 -0.62
4 O -0.43 -0.24 -0.54
5 C -1.22 1.15 -0.07
6 C 0.84 -0.61 -0.23
7 C 1.44 -0.47 0.95
8 H 0.94 0.00 1.80
9 H 2.47 -0.80 1.06
10 H 1.37 -1.03 -1.10

Computed properties:
orbital gap (spin up / spin down) = 6.96 / 5.96 eV
<S²> = 8.753
charge = +1
energy above the lowest of the compared OMol25 structures with the same formula, charge and spin = 0.00 kcal per mole
2S+1 = 6

Atomic partial charges in e from the Mulliken method, atoms 1 to 6: number 1, Ho, carries 1.1332; number 2, O, carries -0.3792; number 3, O, carries -0.6563; number 4, O, carries -0.2040; number 5, C, carries 0.8748; number 6, C, carries 0.1289

=====

No. 7
A structure of composition C2H12O5Rb, computed with ωB97M-V/def2-TZVPD.

Element x y z (Å)
1 Rb -27.28 -3.87 4.25
2 O -25.56 -3.29 6.48
3 O -25.74 -6.38 4.45
4 O -28.63 -4.00 1.85
5 O -29.32 -2.34 5.60
6 O -27.99 -5.97 6.20
7 C -27.52 -7.27 5.77
8 C -26.05 -7.22 5.60
9 H -24.79 -6.40 4.32
10 H -28.34 -3.84 0.95
11 H -28.81 -1.52 5.62
12 H -28.02 -7.57 4.84
13 H -28.88 -6.09 6.55
14 H -25.65 -3.79 7.30
15 H -25.59 -6.79 6.50
16 H -29.92 -2.27 6.35
17 H -24.62 -3.24 6.32
18 H -29.18 -4.79 1.80
19 H -27.80 -8.01 6.53
20 H -25.62 -8.21 5.46

Computed properties:
orbital gap = 11.14 eV
charge = +1
energy above the lowest of the compared OMol25 structures with the same formula, charge and spin = 0.00 kcal per mole

Atomic partial charges in e from the Mulliken method, atoms 1 to 6: number 1, Rb, carries 0.8106; number 2, O, carries -0.5498; number 3, O, carries -0.4755; number 4, O, carries -0.5549; number 5, O, carries -0.5668; number 6, O, carries -0.4508

=====

No. 8
A structure of composition C23H31N4O5S, computed with ωB97M-V/def2-TZVPD.

Element x y z (Å)
1 S 0.97 -2.51 -2.29
2 O -1.26 0.77 0.60
3 O 2.94 0.80 -4.15
4 O 1.55 -2.44 3.50
5 O 1.00 -2.39 -0.90
6 O 1.04 -3.64 -2.95
7 N 2.37 -1.57 -2.81
8 N -0.87 2.31 4.30
9 N -2.32 1.18 -1.28
10 N -2.17 2.64 2.06
11 C 0.19 -1.13 4.60
12 C 2.32 -0.09 -4.79
13 C -2.51 2.45 4.56
14 C -2.47 0.03 -3.27
15 C -0.19 1.42 3.86
16 C -3.23 2.21 3.30
17 C -0.44 0.07 4.89
18 C -1.49 3.76 2.38
19 C 2.94 -0.49 -1.90
20 C -0.43 -1.71 -2.63
21 C -2.00 1.44 0.03
22 C -3.01 2.60 0.79
23 C 0.95 -1.18 3.51
24 C -2.18 -0.67 -4.38
25 C 2.52 1.03 -2.78
26 C 0.55 1.16 2.80
27 C 2.77 -1.57 -4.26
28 C -0.97 -1.56 -3.89
29 C -0.70 -0.48 -1.84
30 C -0.60 3.62 3.65
31 C 0.95 -0.12 2.58
32 C -1.85 0.21 -2.08
33 C 2.42 -2.59 2.23
34 H -3.96 2.05 1.12
35 H 1.77 -2.61 1.30
36 H 2.80 -3.67 2.15
37 H 2.24 -2.37 -4.72
38 H -2.38 1.85 5.36
39 H 1.09 -0.17 -4.75
40 H 1.15 1.03 -2.71
41 H -3.32 0.81 -3.74
42 H -0.42 -0.64 -0.75
43 H -3.88 2.98 3.36
44 H 1.83 -0.12 1.77
45 H -3.20 1.63 -1.66
46 H -2.00 4.75 2.50
47 H 3.87 -1.79 -4.28
48 H -0.87 4.15 1.51
49 H -2.50 -0.78 -5.26
50 H -3.47 1.29 3.13
51 H 3.78 -0.24 -1.91
52 H 0.07 -1.82 5.31
53 H 2.79 1.72 -2.31
54 H 2.24 -0.60 -0.99
55 H -0.79 0.16 5.84
56 H -2.51 3.32 5.20
57 H 2.95 -0.11 -5.93
58 H -1.61 1.75 2.05
59 H 3.20 -1.95 2.32
60 H -2.90 3.49 0.25
61 H 0.46 3.82 3.35
62 H -0.85 4.49 4.46
63 H 0.62 1.91 2.24
64 H -0.53 -2.40 -4.60

Computed properties:
orbital gap = 6.84 eV
charge = +1

Atomic partial charges in e from the Mulliken method, atoms 1 to 6: number 1, S, carries 1.0283; number 2, O, carries -0.7406; number 3, O, carries -0.3389; number 4, O, carries -0.4398; number 5, O, carries -0.6480; number 6, O, carries -0.6563

=====

| no. | E_tot (eV) | maximum force (eV/A) |
| --- | --- | --- |
| 1 | -9144.9914 | 3.55 |
| 2 | -17966.3212 | 2.77 |
| 3 | -6411.4411 | 2.78 |
| 4 | -46116.2890 | 2.23 |
| 5 | -27776.8224 | 0.65 |
| 6 | -35090.1329 | 3.94 |
| 7 | -13157.2120 | 0.90 |
| 8 | -51359.2579 | 18.76 |